No. 1
Computed, not measured: the ion C4H6NO2 with charge +1 at a distorted geometry, with ωB97M-V with the def2-TZVPD basis set.

Its total charge is +1. The electronic energy is -360.78878 Eh. The value obtained for the LUMO energy (spin up / spin down) is -5.930 / -5.930 eV. The value obtained for the largest force on an atom is 4.604 eV/Å. As for the relative energy (zero: lowest compared OMol25 entry of this formula, charge and spin): 116.19 kcal per mole. The frontier orbital gap (spin up / spin down) comes out at 8.39 / 8.39 eV. The value obtained for the HOMO energy (spin up / spin down) is -14.321 / -14.320 eV.

Last column: Löwdin charge in e.
Cartesian coordinates (Å):
1 C -0.536 0.554 0.288  -0.18
2 C 0.172 -0.571 -0.119  -0.23
3 C -0.561 1.877 0.615  0.06
4 C 0.615 -1.182 -1.417  0.03
5 N 1.113 -1.313 1.234  0.17
6 O -1.225 -0.545 0.389  0.22
7 O 0.323 -1.678 1.954  0.15
8 H -0.630 2.057 1.703  0.16
9 H -1.510 2.346 0.315  0.15
10 H 0.256 2.437 0.089  0.15
11 H 0.402 -2.263 -1.381  0.11
12 H -0.070 -0.777 -2.217  0.13
13 H 1.651 -0.941 -1.453  0.09

***

No. 2
Computed, not measured: an isolated molecule of C4H6NO2PS at a distorted geometry, with ωB97M-V with the def2-TZVPD basis set.

The electronic energy is -1100.78819 Eh. The value obtained for the LUMO energy is -0.062 eV. As for the SMILES: O=C1C[C@H](SP)C(=O)N1. The value obtained for the largest force on an atom is 4.366 eV/Å. As for the relative energy (zero: lowest compared OMol25 entry of this formula, charge and spin): 0.00 kcal per mole. The frontier orbital gap comes out at 9.33 eV. The value obtained for the HOMO energy is -9.396 eV.

Last column: Löwdin charge in e.
Cartesian coordinates (Å):
1 O -3.401 -0.024 -0.742  0.09
2 C -2.272 -0.148 -0.277  -0.45
3 C -1.470 0.786 0.493  -0.15
4 C -0.170 0.095 0.727  -0.37
5 S 1.153 1.184 -0.481  0.45
6 P 2.668 -0.319 -0.349  0.53
7 C -0.327 -1.266 0.096  -0.51
8 O 0.354 -2.282 0.338  0.01
9 N -1.559 -1.312 -0.451  0.20
10 H -1.407 1.788 0.120  0.11
11 H -2.062 0.760 1.401  0.15
12 H 0.175 -0.029 1.751  0.12
13 H 3.364 -0.218 -1.550  -0.16
14 H 3.472 0.622 0.228  -0.19
15 H -1.980 -2.073 -0.920  0.17

***

No. 3
Computed, not measured: a cluster of 3 separate species, C4H6NO2S in total at a distorted geometry, with ωB97M-V with the def2-TZVPD basis set.

Its total charge is -1. The electronic energy is -759.29368 Eh. The value obtained for the LUMO energy is -0.811 eV. The value obtained for the largest force on an atom is 2.059 eV/Å. As for the relative energy (zero: lowest compared OMol25 entry of this formula, charge and spin): 131.76 kcal per mole. The frontier orbital gap comes out at 3.09 eV. The value obtained for the HOMO energy is -3.904 eV.

Last column: Löwdin charge in e.
Cartesian coordinates (Å):
1 O -1.637 -1.064 -1.453  0.05
2 C -1.000 -1.308 -0.455  -0.26
3 N -0.600 3.099 -1.010  -0.04
4 C -0.974 2.559 0.118  -0.66
5 O -0.313 1.888 0.970  -0.21
6 C 0.296 -0.643 -0.220  -0.10
7 C 1.259 -1.342 0.342  -0.05
8 S 2.274 -3.990 1.119  0.10
9 H 0.421 3.078 -1.077  -0.02
10 H -2.066 2.672 0.274  0.07
11 H -1.315 -2.043 0.306  0.12
12 H 0.260 0.444 -0.312  0.08
13 H 1.228 -2.431 0.637  -0.16
14 H 2.167 -0.920 0.763  0.07